A 8-piece molecular cluster, C34H89F6N7O10P overall in a non-equilibrium geometry, computed with ωB97M-V/def2-TZVPD.

The geometry in XYZ format:
```
147
Properties=species:S:1:pos:R:3:forces:R:3
H 20.341357 12.279487 -7.260975 0.4 -0.5 -0.5
C 15.376871 9.203905 -0.940654 0.5 0.4 -1.3
H 18.029281 5.295811 1.742822 -0.8 0.0 -0.7
H 19.897760 11.146500 -3.780339 -0.7 -0.3 -0.2
C 15.684237 -4.087897 -4.911637 -2.3 -1.2 -0.5
H 20.243654 6.795650 -5.117152 0.2 -0.2 0.0
C 19.157576 11.699502 -0.628313 -0.4 0.3 0.3
H 13.075050 1.575632 -5.102873 -0.7 -0.3 -0.4
H 19.500769 -0.068021 -2.769530 -0.3 0.1 0.2
H 12.412419 3.645662 -5.472400 -0.4 -0.4 0.2
H 9.951379 -0.465207 -2.031740 -0.1 0.0 0.2
N 14.858626 -1.302402 -2.838649 1.8 -0.1 1.0
H 18.793257 10.021510 -2.776075 0.0 0.0 -0.5
H 21.913258 6.448781 0.515224 -0.1 -0.4 -0.2
H 12.159332 0.881740 0.153867 0.0 -0.3 -0.3
H 15.376301 -3.767317 -5.906877 0.3 0.3 -0.1
H 18.262089 0.275613 0.649525 -0.4 -0.1 0.2
C 18.423898 8.294424 -6.871996 -0.5 -0.4 1.5
H 15.695815 1.313441 -0.803710 -0.2 0.4 -0.5
H 15.266422 -1.441899 -3.752071 -0.7 -0.2 -0.6
C 21.470752 0.774245 2.601890 -1.6 1.2 0.0
H 10.698280 2.484400 -3.883480 -0.4 -0.7 -0.4
H 20.926953 3.182518 -5.699833 0.1 0.0 0.1
H 19.465783 5.375968 -0.800244 0.3 0.1 -0.9
C 19.344600 11.839764 -7.295733 -0.9 0.9 -0.2
H 14.734169 -4.279769 -4.412967 -0.4 -0.5 0.1
N 19.299994 10.411691 -7.350223 0.5 0.4 -0.8
H 18.989966 12.120966 -6.304143 -0.9 0.8 -0.1
H 18.997317 6.799935 -3.862730 -0.2 0.6 0.0
H 13.544836 1.867642 0.421257 0.3 0.2 0.3
C 11.398396 2.265035 -3.077367 -1.5 -0.1 1.7
C 20.607221 1.081383 0.361851 -0.6 -1.9 -1.1
H 13.388955 2.758009 -2.594816 -0.2 1.1 0.2
F 17.120488 5.850098 -1.901939 -0.4 -0.1 -0.4
H 18.015717 9.877148 -0.636421 0.7 -0.5 -0.5
H 16.636835 -4.215528 -2.568428 -0.3 -0.4 0.1
O 19.325447 11.892162 -1.998214 -0.4 -0.1 -1.3
H 21.062056 0.385783 3.534720 0.8 -0.5 0.1
C 19.606776 10.746205 -2.809147 0.7 0.8 1.1
H 11.067829 2.930538 -2.279918 -0.2 0.2 0.3
C 20.012840 0.603619 -2.080480 0.3 -0.2 1.0
N 18.411016 0.387459 -0.343154 -3.0 -0.4 1.0
H 15.411039 -2.522108 -1.069585 -0.1 0.3 -0.1
H 18.669351 6.042332 -5.381574 -0.2 0.0 -0.2
H 17.281690 9.768733 -7.804514 0.3 0.7 -0.3
H 20.389149 5.127422 1.857745 -0.4 0.0 0.5
H 19.257544 1.491181 -6.711069 0.5 -0.1 0.1
H 15.717874 -0.282198 -0.297894 -0.6 -0.6 0.4
N 13.350199 1.570194 -4.131092 1.2 -0.9 -1.2
H 17.558101 7.716092 -7.194542 -0.1 -0.6 0.5
H 21.073976 0.508963 -2.310994 0.1 0.3 0.0
H 19.276448 7.958127 -7.462044 0.1 0.4 -0.3
H 19.121937 12.307837 -9.427464 0.3 0.3 0.0
O 11.340240 0.904974 -2.544699 -0.7 1.4 -1.0
H 14.510526 -3.356776 -2.348853 -1.0 0.4 0.4
H 18.080884 6.680648 0.483939 -0.3 -0.4 -0.1
C 18.493761 6.211524 1.377000 1.3 -0.3 1.4
H 17.443899 2.475274 -8.096539 -0.1 0.4 0.1
H 18.133592 1.334721 -0.557212 -0.3 0.3 -0.2
C 20.503225 3.345928 -6.690719 -0.6 -2.2 -1.1
H 20.083984 10.093581 -6.798625 -0.4 -0.7 0.2
H 14.408182 8.704295 -0.929401 -0.1 -0.1 1.0
H 16.176545 8.482956 -0.770787 0.0 -0.2 0.6
C 15.530267 10.479736 -0.007368 0.5 -0.4 -2.7
C 12.749421 2.709080 -3.476117 1.2 -1.5 -0.9
H 17.356424 15.605087 -8.395454 0.9 0.2 -0.2
H 22.323230 1.283508 -8.605085 -0.4 0.4 -0.6
P 16.662698 4.368383 -2.364225 -1.9 -0.9 0.1
H 20.198051 2.083977 0.237328 0.5 0.4 0.8
C 12.804902 3.856510 -4.477613 0.2 1.3 1.1
C 19.747168 0.222152 -0.588938 3.0 0.4 -1.7
C 18.033760 9.771881 -7.015540 1.4 -1.8 -0.4
C 15.280127 0.343274 -1.075878 -1.7 0.3 1.7
H 16.956013 8.263451 -3.113444 0.2 0.2 0.0
C 15.730961 -0.146421 -2.405986 -2.1 0.3 -0.1
H 22.500820 0.541207 2.332154 -0.1 -0.7 0.0
O 20.454513 0.446826 1.651710 1.1 0.7 -0.8
C 20.896332 6.772706 0.736667 1.3 1.7 -0.1
C 18.563087 12.436045 -8.500452 -0.8 1.1 1.3
F 17.174149 3.808880 -0.889511 -0.6 0.0 -0.4
H 14.315397 1.832246 -4.271868 0.6 -0.2 0.4
H 16.807325 -0.315048 -2.372862 0.1 -0.1 -0.1
C 17.308865 14.610052 -8.837897 0.6 0.5 0.3
H 21.008186 7.428645 1.599989 -0.2 0.1 0.1
F 15.107522 4.568011 -1.747349 1.7 0.7 -0.5
H 18.906979 2.038701 -8.875240 0.2 0.2 -0.3
H 16.173334 -5.052627 -5.046503 0.7 0.0 0.4
H 16.604197 11.593364 -1.368944 -0.4 0.0 -0.1
H 10.159012 0.865314 -0.855098 -0.1 -0.1 0.3
H 19.039956 12.729103 -0.290413 0.1 -0.1 0.5
C 16.452318 -3.177654 -2.845662 0.3 -0.4 1.0
H 17.602339 11.945066 -8.655359 -0.1 -0.3 0.2
H 20.575134 7.395180 -0.098475 -0.2 0.1 -0.2
H 20.037220 11.240997 -0.176523 0.4 0.0 0.0
H 21.359322 0.819014 -7.311071 -0.1 0.2 0.6
H 18.595378 2.969808 -4.951197 -0.2 0.0 0.5
C 19.131197 2.565656 -6.843936 0.9 -0.2 0.8
H 16.424099 7.768526 1.797059 0.8 0.2 -1.0
H 17.987618 3.919753 -6.082405 -0.7 0.5 0.4
O 16.310460 -3.087246 -4.256327 2.5 1.8 0.6
O 18.751783 8.146550 -5.475262 -0.6 0.1 0.4
H 13.513283 0.193878 1.057492 0.2 -0.1 0.1
O 15.487234 9.539584 -2.339328 0.2 3.1 1.4
C 15.906230 8.548184 -3.184070 -0.8 -1.5 -0.1
N 19.848769 4.793417 -0.069449 -0.4 -0.2 -1.3
C 13.246459 0.838736 0.220199 0.3 0.4 -0.7
H 17.308161 -2.674244 -2.395977 0.6 0.5 -1.2
H 20.273600 4.401809 -6.833877 0.4 0.1 -0.2
N 16.670457 11.354871 -0.389744 -0.6 0.7 0.8
H 16.409044 7.149386 3.280579 0.5 -0.7 0.8
C 19.174111 6.898369 -4.933780 0.2 -0.1 -1.0
C 19.960198 5.690349 1.028761 -1.4 0.1 1.7
H 19.045435 4.186507 0.010629 -0.1 -0.5 0.6
H 15.627855 8.841262 -4.196349 0.3 0.0 0.0
H 20.108265 -0.797955 -0.458199 -0.4 -0.3 0.2
O 21.441148 2.899229 -7.734571 0.0 0.5 0.9
O 18.292154 13.825395 -8.148917 -0.4 -0.2 -0.4
H 13.843299 4.148096 -4.635173 0.1 -0.1 0.1
C 22.040972 1.616661 -7.606359 -0.3 -0.6 -1.3
H 15.477229 0.694193 -3.051811 0.4 -0.5 -0.5
H 14.713931 11.172323 -0.212345 -0.6 -0.5 0.6
H 20.529842 10.319081 -2.417216 0.1 -0.6 0.1
H 18.642915 3.754984 -8.584039 -0.2 0.1 0.0
H 21.445339 1.853949 2.749204 0.2 0.4 0.0
H 23.028626 1.476200 -7.167150 -0.1 0.9 1.2
F 16.195717 4.926545 -3.877228 0.6 -0.3 1.7
C 10.095913 0.608574 -1.912544 0.9 0.0 -0.2
C 15.241956 -2.574721 -2.145103 -0.3 -0.4 -1.5
F 18.157020 4.056662 -2.905072 -0.2 0.1 -0.4
H 15.304607 7.687855 -2.890849 0.2 -0.8 -0.6
N 18.148562 2.948523 -5.856737 0.5 0.6 0.3
O 13.768688 0.407113 -1.019654 2.2 -0.4 0.2
H 21.575506 0.946480 -0.120148 0.8 0.5 0.9
H 19.679684 1.634304 -2.202069 0.0 0.1 -0.4
H 9.222687 1.126749 -2.308864 0.0 0.2 -0.4
F 16.134700 2.869019 -2.760922 0.9 0.6 -0.2
H 12.329203 4.760643 -4.097682 -0.3 0.2 0.0
H 15.575541 10.060951 0.997952 0.1 0.7 0.2
H 18.145140 10.560903 0.862479 -0.1 0.6 0.4
C 18.494029 2.758396 -8.168406 0.1 -0.7 -1.4
H 16.237250 14.505290 -8.668248 -0.2 -1.6 0.2
C 17.986800 10.863180 -0.172730 0.1 -2.0 0.1
H 17.490096 14.662151 -9.911464 0.1 0.0 -0.1
O 18.383482 7.147752 2.484665 0.5 -0.3 -1.0
H 17.529196 10.040563 -6.087469 0.2 0.4 0.2
H 17.220697 8.679725 3.097078 0.0 0.1 -0.1
C 17.105926 7.694893 2.644279 -0.9 0.3 0.6
```
Forces are in eV/Å.

Properties
HOMO energy: -5.997 eV
ΔE to the lowest compared entry with this formula, charge and spin: 247.4 kJ/mol
Charge: -1
LUMO: 2.3381 eV
Energy: -93198.845 eV

Results of the Löwdin charge analysis, in e, for atoms 1 through 99: 0.118, -0.169, 0.125, 0.081, -0.158, 0.082, -0.233, 0.069, 0.070, 0.075, 0.085, -0.002, 0.076, 0.079, 0.060, 0.092, 0.088, -0.199, 0.095, 0.075, -0.106, 0.118, 0.117, 0.054, -0.219, 0.085, -0.080, 0.110, 0.075, 0.082, -0.196, -0.177, 0.130, -0.170, 0.100, 0.115, -0.197, 0.085, -0.069, 0.120, -0.039, 0.062, 0.117, 0.065, 0.109, 0.135, 0.125, 0.091, 0.048, 0.114, 0.067, 0.119, 0.116, -0.184, 0.094, 0.113, -0.129, 0.084, 0.075, -0.122, 0.109, 0.122, 0.093, -0.143, -0.442, 0.077, 0.075, 0.291, 0.110, -0.054, -0.488, -0.190, -0.192, 0.070, -0.203, 0.083, -0.194, -0.085, -0.165, -0.201, 0.056, 0.096, -0.119, 0.080, -0.201, 0.074, 0.083, 0.105, 0.065, 0.126, -0.219, 0.105, 0.080, 0.117, 0.079, 0.051, -0.473, 0.069, 0.054